Record 1
{
  "formula": "C2H3NOS",
  "method": "wB97M-V/def2-TZVPD",
  "charge": 0,
  "relative_energy_kj_mol": 202.7,
  "smiles": "C=[N+]([S-])C=O",
  "symbols": ["C", "N", "S", "C", "O", "H", "H", "H"],
  "positions_angstrom": [[-0.25582, -1.16735, 0.10638], [0.41514, -0.05877, 0.02113], [2.07917, 0.12970, 0.15694], [-0.20721, 1.21788, -0.04642], [-1.37006, 1.39230, 0.23930], [0.25738, -2.22368, 0.09683], [-1.33973, -1.23090, -0.14001], [0.42113, 1.94082, -0.43415]],
  "nbo_charge": [-0.04, -0.48, -0.15, 0.55, -0.48, 0.22, 0.21, 0.17]
}

=====

Record 2
{
  "formula": "C2H3NOS",
  "method": "wB97M-V/def2-TZVPD",
  "charge": 0,
  "multiplicity": 3,
  "relative_energy_kj_mol": 406.7,
  "symbols": ["C", "C", "N", "O", "S", "H", "H", "H"],
  "positions_angstrom": [[-1.61551, -0.09844, 0.11761], [0.04712, -0.45440, -0.33667], [-0.56989, 0.81663, -0.05133], [-4.07272, 0.63134, -0.15595], [-3.19871, -0.53636, 0.08578], [0.53929, -0.94938, 0.38478], [0.01021, -0.81067, -1.30923], [-0.60997, 1.40141, -0.98652]],
  "lowdin_spin": [0.63, 0.07, 0.20, 0.51, 0.54, 0.00, 0.01, 0.04]
}

=====

Record 3
{
  "formula": "C2H3NOS2",
  "method": "wB97M-V/def2-TZVPD",
  "charge": 0,
  "relative_energy_kj_mol": 347.0,
  "smiles": "O=CN(S)C=S",
  "symbols": ["O", "C", "N", "S", "C", "S", "H", "H", "H"],
  "positions_angstrom": [[-1.22671, 1.67564, -0.46511], [-0.14830, 1.17547, -0.00210], [-0.17078, -0.24726, -0.09977], [-1.69557, -1.09124, -0.39840], [1.03548, -0.84834, -0.09536], [2.60179, -0.17225, -0.41172], [0.93596, 1.36797, 0.40440], [-2.45769, 0.03207, 0.44152], [1.12582, -1.89206, 0.62656]],
  "nbo_charge": [-0.55, 0.49, -0.62, 0.19, -0.07, -0.09, 0.22, 0.20, 0.23]
}

=====

Record 4
{
  "formula": "C2H3NOS2",
  "method": "wB97M-V/def2-TZVPD",
  "charge": 0,
  "relative_energy_kj_mol": 326.0,
  "smiles": "ON(C=S)C=S",
  "symbols": ["O", "N", "C", "S", "C", "S", "H", "H", "H"],
  "positions_angstrom": [[1.11582, 0.08791, 0.59659], [-0.15221, 0.09614, 0.14353], [-0.93564, -0.95084, 0.44729], [-0.41624, -2.47078, 0.89063], [-0.50433, 1.23035, -0.43791], [0.58117, 2.23916, -1.24336], [1.81649, -0.21048, -0.11978], [-1.97840, -0.63617, 0.22862], [-1.69822, 1.49933, -0.29886]],
  "nbo_charge": [-0.51, -0.18, -0.08, -0.02, -0.09, -0.04, 0.50, 0.21, 0.22]
}

=====

Record 5
{
  "formula": "C2H3NOS2",
  "method": "wB97M-V/def2-TZVPD",
  "charge": 0,
  "relative_energy_kj_mol": 237.9,
  "smiles": "ONC(=S)C=S",
  "symbols": ["O", "N", "C", "S", "C", "S", "H", "H", "H"],
  "positions_angstrom": [[1.34874, 1.62811, -0.08486], [0.22826, 0.86496, 0.06754], [0.22588, -0.43399, 0.04195], [1.59648, -1.34027, -0.14630], [-1.14744, -0.97866, 0.15737], [-2.50860, -0.17772, -0.19295], [2.00858, 1.01790, -0.50696], [-0.57689, 1.46232, 0.23716], [-1.17503, -2.04266, 0.42705]],
  "nbo_charge": [-0.52, -0.22, -0.03, -0.17, -0.31, 0.10, 0.49, 0.42, 0.23]
}

=====

Record 6
{
  "formula": "C2H3NOS2",
  "method": "wB97M-V/def2-TZVPD",
  "charge": 0,
  "relative_energy_kj_mol": 601.8,
  "symbols": ["C", "C", "N", "O", "S", "S", "H", "H", "H"],
  "positions_angstrom": [[0.68101, 0.15273, -0.89712], [-0.83458, 0.91982, 0.74505], [-1.29840, -0.07533, 1.17003], [-1.28827, -1.24337, 1.15641], [1.95321, 1.14924, -0.91090], [0.29463, -1.48009, -0.99487], [-0.58617, 1.90854, 1.09244], [-0.34580, 0.81138, -0.57502], [1.42437, -2.14294, -0.78601]],
  "nbo_charge": [-0.55, -0.13, 0.20, -0.36, 0.01, 0.22, 0.26, 0.22, 0.12]
}

=====

Record 7
{
  "formula": "C2H3NOS2",
  "method": "wB97M-V/def2-TZVPD",
  "charge": 0,
  "relative_energy_kj_mol": 374.8,
  "smiles": "[O-][N+](=S)[C@H]1CS1",
  "symbols": ["O", "N", "S", "C", "C", "S", "H", "H", "H"],
  "positions_angstrom": [[1.72406, 0.01951, -1.78891], [0.58446, 0.01929, -1.29144], [-0.75587, -0.20087, -2.12691], [0.51014, 0.21200, 0.20451], [-0.78997, 0.06031, 0.88768], [0.27860, -1.30935, 1.24279], [1.21422, 0.99755, 0.69074], [-1.07201, 0.57052, 1.80869], [-1.69364, -0.36897, 0.37286]],
  "nbo_charge": [-0.34, -0.01, 0.14, -0.20, -0.54, 0.16, 0.27, 0.24, 0.27]
}

=====

Record 8
{
  "formula": "C2H3NOS2",
  "method": "wB97M-V/def2-TZVPD",
  "charge": 0,
  "multiplicity": 3,
  "relative_energy_kj_mol": 313.0,
  "symbols": ["C", "C", "N", "O", "S", "S", "H", "H", "H"],
  "positions_angstrom": [[-0.95462, 1.11753, 0.46641], [0.65565, -0.34105, -0.63660], [-1.77886, 0.26679, 0.05846], [0.36928, 0.99775, 0.20649], [-1.06986, -0.99924, -0.79443], [1.90429, -1.33239, 0.15330], [-1.40862, 1.84611, 1.03201], [1.01961, -0.12576, -1.76204], [1.26313, -1.42974, 1.27640]],
  "lowdin_spin": [0.61, 0.03, 0.63, 0.24, 0.41, 0.02, 0.05, 0.02, 0.00]
}

=====

Record 9
{
  "formula": "C2H3NOS3",
  "method": "wB97M-V/def2-TZVPD",
  "charge": 0,
  "relative_energy_kj_mol": 212.1,
  "symbols": ["C", "C", "N", "O", "S", "S", "S", "H", "H", "H"],
  "positions_angstrom": [[0.23585, -0.13834, 0.22710], [-0.50516, -1.22614, 0.90412], [-0.39660, 0.72327, -0.56853], [2.30419, 1.21693, -0.20472], [1.91498, 0.02092, 0.58540], [-1.57169, 2.24825, -2.61416], [0.05092, 1.85849, -1.54874], [-1.68710, -1.28909, 0.63935], [-0.41609, -1.23211, 1.93502], [0.07070, -2.18218, 0.64517]],
  "nbo_charge": [-0.03, -0.67, -0.70, -0.83, 0.99, -0.21, 0.72, 0.26, 0.23, 0.24]
}

=====

Record 10
{
  "formula": "C2H3NP2",
  "method": "wB97M-V/def2-TZVPD",
  "charge": 0,
  "relative_energy_kj_mol": 127.0,
  "smiles": "C1=NC=P#[PH]1",
  "symbols": ["C", "N", "C", "P", "P", "H", "H", "H"],
  "positions_angstrom": [[0.70210, 0.22583, 0.87155], [1.02145, 0.38352, -0.37739], [0.15542, 0.00845, -1.32617], [-1.50845, -0.86548, -0.79722], [-0.80036, -0.76299, 1.21655], [1.52030, 0.47829, 1.50230], [0.28846, 0.12116, -2.37028], [-1.37893, 0.41121, 1.28067]],
  "nbo_charge": [-0.16, -0.46, -0.20, 0.16, 0.21, 0.22, 0.20, 0.03]
}

=====

Record 11
{
  "formula": "C2H3NS2",
  "method": "wB97M-V/def2-TZVPD",
  "charge": 0,
  "relative_energy_kj_mol": 120.7,
  "smiles": "S=CNC=S",
  "symbols": ["S", "C", "N", "C", "S", "H", "H", "H"],
  "positions_angstrom": [[-2.15892, -0.20028, -1.20351], [-0.80090, 0.11297, -0.35381], [-0.43209, 0.08357, 0.88905], [0.97410, -0.21985, 1.24254], [2.28672, 0.26799, 0.31680], [-0.07745, 0.20443, -1.11774], [-0.99797, -0.62779, 1.51246], [1.01609, -0.60365, 2.23697]],
  "nbo_charge": [-0.06, -0.10, -0.60, -0.08, 0.01, 0.22, 0.40, 0.20]
}

=====

Record 12
{
  "formula": "C2H3O2S2",
  "method": "wB97M-V/def2-TZVPD",
  "charge": -1,
  "relative_energy_kj_mol": 93.5,
  "smiles": "O=C(O)[C@@H]([S-])S",
  "symbols": ["O", "C", "O", "C", "S", "S", "H", "H", "H"],
  "positions_angstrom": [[-1.15623, -1.38167, 0.06118], [-0.74315, -0.24527, 0.30004], [-1.13242, 0.60308, 1.22792], [0.26708, 0.36204, -0.63373], [0.17984, 2.00462, -0.99353], [1.89648, -0.24514, 0.52905], [-1.92513, 0.17379, 1.59838], [0.49545, -0.12170, -1.63400], [2.11808, -1.14976, -0.45530]],
  "nbo_charge": [-0.66, 0.74, -0.65, -0.50, -0.46, -0.30, 0.48, 0.23, 0.11]
}

=====

Record 13
{
  "formula": "C2H3O2Sc",
  "method": "wB97M-V/def2-TZVPD",
  "charge": 3,
  "multiplicity": 2,
  "relative_energy_kj_mol": 251.8,
  "symbols": ["O", "C", "Sc", "O", "C", "H", "H", "H"],
  "positions_angstrom": [[0.74889, 2.08779, 0.78150], [0.46060, 0.95946, 0.85362], [-0.18173, -1.91296, 0.07752], [-0.28856, 0.19258, 0.09218], [-0.79578, 0.71138, -1.36902], [0.12537, 1.05140, -1.85438], [-1.64347, 0.06593, -1.62028], [-1.36175, 1.64406, -1.35532]],
  "lowdin_spin": [0.01, 0.00, 0.98, 0.01, 0.00, 0.00, 0.00, 0.00]
}

=====

Record 14
{
  "formula": "C2H3O2Se",
  "method": "wB97M-V/def2-TZVPD",
  "charge": -1,
  "relative_energy_kj_mol": 43.9,
  "symbols": ["C", "C", "O", "O", "Se", "H", "H", "H"],
  "positions_angstrom": [[-0.03608, -0.66496, 0.44229], [0.56920, 0.52021, -0.17509], [-1.31163, -0.97366, 0.26902], [0.76022, -1.38212, 1.25396], [-0.66393, 1.35116, -1.50422], [1.42105, 0.12310, -0.61543], [1.01348, 1.15987, 0.50171], [-1.75231, -0.13360, -0.17225]],
  "nbo_charge": [0.78, -0.67, -0.70, -0.71, -0.66, 0.23, 0.23, 0.50]
}

=====

Record 15
{
  "formula": "C2H3O3",
  "method": "wB97M-V/def2-TZVPD",
  "charge": -1,
  "relative_energy_kj_mol": 350.2,
  "symbols": ["C", "C", "O", "O", "O", "H", "H", "H"],
  "positions_angstrom": [[-1.19341, -0.21470, 0.36097], [1.11206, 0.12424, -0.18363], [-2.75653, 0.53700, -0.07390], [-1.11123, -1.37599, 0.78891], [-0.20555, 0.59710, 0.06399], [1.35205, 0.51334, -1.23097], [1.06117, -1.00055, -0.14067], [1.74144, 0.81956, 0.41530]],
  "nbo_charge": [0.95, -0.29, -0.97, -0.72, -0.54, 0.16, 0.22, 0.18]
}

=====

Record 16
{
  "formula": "C2H3O3Ru",
  "method": "wB97M-V/def2-TZVPD",
  "charge": 0,
  "multiplicity": 6,
  "relative_energy_kj_mol": 337.9,
  "symbols": ["O", "C", "C", "O", "Ru", "H", "H", "H", "O"],
  "positions_angstrom": [[-0.21269, -1.26783, 0.63848], [-0.58745, -0.74174, -0.49515], [-1.23412, 0.62739, -0.17904], [-0.62385, 1.31091, 0.86656], [0.85538, 0.25160, 1.37234], [-2.30446, 0.39829, 0.03465], [-1.23336, 1.17768, -1.14863], [1.78727, -0.21562, -1.02225], [2.04262, 0.16116, -0.07000]],
  "lowdin_spin": [0.31, 0.38, 0.11, 0.34, 3.47, 0.01, 0.01, 0.01, 0.36]
}

=====

Record 17
{
  "formula": "C2H3O3S",
  "method": "wB97M-V/def2-TZVPD",
  "charge": -1,
  "relative_energy_kj_mol": 326.0,
  "symbols": ["C", "C", "O", "O", "O", "S", "H", "H", "H"],
  "positions_angstrom": [[-1.05561, -1.29083, 1.00478], [0.16332, -1.35899, 0.95067], [-0.27763, -3.73114, -1.59094], [-2.22984, -1.47547, 1.01079], [1.38729, -4.42681, 0.11733], [0.02674, -3.92997, -0.18513], [3.50018, 0.55781, 0.59028], [1.08593, -0.86997, 1.18944], [2.81914, 0.63574, 0.44071]],
  "nbo_charge": [0.47, -0.81, -0.91, -0.67, -0.92, 1.63, -0.02, 0.21, 0.02]
}

=====

Record 18
{
  "formula": "C2H3O3S2",
  "method": "wB97M-V/def2-TZVPD",
  "charge": -1,
  "relative_energy_kj_mol": 249.5,
  "symbols": ["C", "C", "O", "O", "O", "S", "S", "H", "H", "H"],
  "positions_angstrom": [[-2.33189, -0.97724, -0.04003], [-0.75357, -0.90716, 0.17002], [-2.80846, -0.46763, -1.03667], [-2.79693, -1.59505, 0.91504], [-0.15790, 1.08600, -0.53300], [2.14346, -1.51974, 0.10076], [0.25222, -1.93739, -0.70134], [-0.46005, -0.64717, 1.17461], [-0.91359, 1.13529, -1.11947], [1.98395, -0.21648, -0.12163]],
  "nbo_charge": [0.74, -0.22, -0.71, -0.72, -1.00, -0.21, 0.26, 0.22, 0.45, 0.18]
}

=====

Record 19
{
  "formula": "C2H3O3Si",
  "method": "wB97M-V/def2-TZVPD",
  "charge": -1,
  "relative_energy_kj_mol": 121.9,
  "smiles": "O=C=C([O-])O[SiH3]",
  "symbols": ["O", "C", "C", "O", "O", "Si", "H", "H", "H"],
  "positions_angstrom": [[-2.88260, 1.91035, 0.14742], [-2.81979, 0.77968, -0.27358], [-2.99680, -0.53364, 0.10862], [-3.59943, -1.45762, -0.30385], [-1.53227, -0.84426, 0.62076], [-0.16667, -0.15716, 0.06024], [0.81072, -1.03447, 0.60641], [0.26865, 0.89764, 0.94054], [0.02857, 0.22683, -1.28830]],
  "nbo_charge": [-0.61, 0.22, 0.52, -0.64, -0.99, 1.24, -0.26, -0.25, -0.22]
}

=====

Record 20
{
  "formula": "C2H3O4P",
  "method": "wB97M-V/def2-TZVPD",
  "charge": -2,
  "relative_energy_kj_mol": 119.8,
  "symbols": ["C", "C", "O", "O", "O", "O", "P", "H", "H", "H"],
  "positions_angstrom": [[-0.14164, 1.81200, -0.35059], [-0.09715, -0.34705, 0.45953], [-1.43432, 1.80001, 0.16614], [-2.04038, -0.06273, -1.51666], [0.74400, 2.55079, 0.08713], [-2.86951, -0.25361, 0.98184], [-1.75662, 0.08991, 0.00904], [0.04666, 1.46050, -1.42973], [0.00793, -0.08114, 1.50631], [0.11199, -1.53130, 0.49797]],
  "nbo_charge": [0.61, -1.30, -0.83, -1.23, -0.76, -1.22, 2.28, 0.11, 0.17, 0.16]
}